# 1
This record from the OMol25 dataset describes a single C4H8N2 molecule. The level of theory is ωB97M-V with the def2-TZVPD basis set.

Each atom is followed by the atoms it is bonded to, with distances in Å.
Positions of all 14 atoms, in Å:
1 C -2.106 -0.530 -0.058  C2 1.453, H5 1.100, H6 1.127, H7 1.112
2 C -1.355 0.713 0.012  C1 1.453, H8 1.105, N13 1.265
3 C 1.861 0.053 -0.730  C4 1.462, H9 1.057, H10 1.096, N14 1.454
4 C 1.833 -0.081 0.726  C3 1.462, H11 1.080, H12 1.093, N14 1.462
5 H -1.581 -1.324 -0.609  C1 1.100
6 H -2.343 -0.869 0.990  C1 1.127
7 H -3.097 -0.315 -0.515  C1 1.112
8 H -1.980 1.611 0.165  C2 1.105
9 H 2.210 -0.705 -1.379  C3 1.057
10 H 1.997 1.076 -1.099  C3 1.096
11 H 1.847 0.819 1.322  C4 1.080
12 H 2.189 -0.991 1.218  C4 1.093
13 N -0.101 0.873 0.020  C2 1.265, N14 1.409
14 N 0.627 -0.330 -0.062  C3 1.454, C4 1.462, N13 1.409

The energy above the lowest of the compared OMol25 structures with the same formula, charge and spin is 2.590 eV. The value obtained for the frontier orbital gap is 10.20 eV. The energy is -7255.28566 eV. The spin multiplicity is 1. Its SMILES is C/C=N\N1CC1.

Here are the natural (NBO) charges for atoms 1 to 8, given in e: -0.698 0.108 -0.267 -0.264 0.246 0.236 0.220 0.177

# 2
This record from the OMol25 dataset describes a single C4H8N2 molecule. The level of theory is ωB97M-V with the def2-TZVPD basis set.

Each atom is followed by the atoms it is bonded to, with distances in Å.
Positions of all 14 atoms, in Å:
1 C 1.619 -0.891 -0.227  C2 1.503, H5 1.100, H6 1.098, H7 1.114
2 C 0.498 -0.078 0.356  C1 1.503, C3 1.506, H8 1.107, N13 1.441
3 C 0.302 1.398 0.127  C2 1.506, H9 1.088, H10 1.075, N13 1.452
4 C -1.903 0.255 -0.257  H11 1.076, N13 1.396, N14 1.284
5 H 2.505 -0.807 0.419  C1 1.100
6 H 1.881 -0.510 -1.222  C1 1.098
7 H 1.301 -1.955 -0.323  C1 1.114
8 H 0.141 -0.437 1.340  C2 1.107
9 H 0.993 1.941 -0.514  C3 1.088
10 H -0.123 1.956 0.941  C3 1.075
11 H -2.489 1.139 -0.441  C4 1.076
12 H -1.736 -1.571 0.218  N14 1.022
13 N -0.540 0.407 -0.519  C2 1.441, C3 1.452, C4 1.396
14 N -2.450 -0.849 0.103  C4 1.284, H12 1.022

The energy above the lowest of the compared OMol25 structures with the same formula, charge and spin is 1.408 eV. The value obtained for the frontier orbital gap is 10.34 eV. The energy is -7256.46746 eV. The spin multiplicity is 1. Its SMILES is [H]/N=C\N1C[C@@H]1C.

Here are the natural (NBO) charges for atoms 1 to 8, given in e: -0.618 -0.066 -0.241 0.279 0.217 0.220 0.218 0.196

# 3
This record from the OMol25 dataset describes 2 unconnected molecules or ions with the total composition C4H8N2. The level of theory is ωB97M-V with the def2-TZVPD basis set.

Each atom is followed by the atoms it is bonded to, with distances in Å.
Positions of all 14 atoms, in Å:
1 C -0.233 1.326 1.559  N6 1.425, H7 1.093, H8 1.091, H9 1.093
2 C 0.371 -1.294 0.351  N3 1.333, H10 1.081, H11 1.079
3 N -0.154 -0.968 -0.831  C2 1.333, C4 1.323, H12 1.016
4 C 0.410 -0.529 -1.944  N3 1.323, H13 1.078, H14 1.080
5 C 0.890 1.878 -0.716  N6 1.175
6 N 0.435 1.583 0.327  C1 1.425, C5 1.175
7 H -1.127 0.719 1.397  C1 1.093
8 H -0.519 2.283 1.996  C1 1.091
9 H 0.421 0.779 2.244  C1 1.093
10 H 1.441 -1.213 0.483  C2 1.081
11 H -0.279 -1.684 1.118  C2 1.079
12 H -1.169 -0.968 -0.848  N3 1.016
13 H -0.212 -0.064 -2.691  C4 1.078
14 H 1.487 -0.445 -1.976  C4 1.080

The energy above the lowest of the compared OMol25 structures with the same formula, charge and spin is 3.901 eV. The value obtained for the frontier orbital gap is 7.47 eV. The energy is -7253.97459 eV. The spin multiplicity is 1.

Here are the natural (NBO) charges for atoms 1 to 8, given in e: -0.421 -0.420 -0.388 -0.334 0.265 -0.536 0.215 0.212

# 4
This record from the OMol25 dataset describes a single C4H8N2 molecule. The level of theory is ωB97M-V with the def2-TZVPD basis set.

Each atom is followed by the atoms it is bonded to, with distances in Å.
Positions of all 14 atoms, in Å:
1 C -0.644 1.449 0.029  N2 1.446, H7 1.097, H8 1.093, H9 1.101
2 N -0.396 0.060 -0.287  C1 1.446, C3 1.446, C4 1.431
3 C -0.970 -0.927 0.601  N2 1.446, H10 1.102, H11 1.096, H12 1.093
4 C 0.855 -0.303 -0.880  N2 1.431, C5 1.491, H13 1.093, H14 1.098
5 C 1.981 -0.608 0.048  C4 1.491, N6 1.157
6 N 2.857 -0.891 0.750  C5 1.157
7 H -1.682 1.690 -0.230  C1 1.097
8 H -0.001 2.087 -0.583  C1 1.093
9 H -0.482 1.720 1.083  C1 1.101
10 H -0.241 -1.349 1.311  C3 1.102
11 H -1.400 -1.753 0.022  C3 1.096
12 H -1.777 -0.473 1.182  C3 1.093
13 H 1.182 0.498 -1.548  C4 1.093
14 H 0.718 -1.200 -1.499  C4 1.098

The energy above the lowest of the compared OMol25 structures with the same formula, charge and spin is 0.967 eV. The value obtained for the frontier orbital gap is 9.71 eV. The energy is -7256.90872 eV. The spin multiplicity is 1. Its SMILES is CN(C)CC#N.

Here are the natural (NBO) charges for atoms 1 to 8, given in e: -0.402 -0.441 -0.416 -0.306 0.252 -0.327 0.198 0.201

# 5
This record from the OMol25 dataset describes a single C4H8N2 molecule. The level of theory is ωB97M-V with the def2-TZVPD basis set.

Each atom is followed by the atoms it is bonded to, with distances in Å.
Positions of all 14 atoms, in Å:
1 C 1.869 -0.873 -0.007  C2 1.478, H5 1.086, H6 1.130, H7 1.034
2 C 0.547 -0.218 -0.081  C1 1.478, C3 1.480, N13 1.252
3 C 0.355 1.247 -0.186  C2 1.480, H8 1.136, H9 1.063, H10 1.086
4 C -2.461 -0.250 0.275  H11 1.145, H12 1.127, N14 1.262
5 H 2.698 -0.230 -0.286  C1 1.086
6 H 2.112 -1.163 1.058  C1 1.130
7 H 1.936 -1.771 -0.516  C1 1.034
8 H 1.208 1.995 -0.129  C3 1.136
9 H -0.108 1.494 -1.110  C3 1.063
10 H -0.379 1.575 0.543  C3 1.086
11 H -3.496 0.113 -0.055  C4 1.145
12 H -2.098 -0.266 1.342  C4 1.127
13 N -0.456 -0.958 -0.197  C2 1.252, N14 1.374
14 N -1.727 -0.695 -0.650  C4 1.262, N13 1.374

The energy above the lowest of the compared OMol25 structures with the same formula, charge and spin is 2.413 eV. The value obtained for the frontier orbital gap is 9.90 eV. The energy is -7255.46200 eV. The spin multiplicity is 1. Its SMILES is C=NN=C(C)C.

Here are the natural (NBO) charges for atoms 1 to 8, given in e: -0.644 0.265 -0.703 -0.142 0.217 0.226 0.235 0.225

# 6
This record from the OMol25 dataset describes 2 unconnected molecules or ions with the total composition C4H8N2. The level of theory is ωB97M-V with the def2-TZVPD basis set.

Each atom is followed by the atoms it is bonded to, with distances in Å.
Positions of all 14 atoms, in Å:
1 C -0.692 -1.763 0.894  C2 1.507, C3 1.493, H10 1.082, H11 1.081
2 C 0.658 -1.237 0.480  C1 1.507, C3 1.516, H12 1.080, H13 1.081
3 C -0.598 -0.422 0.243  C1 1.493, C2 1.516, N5 1.260
4 C 0.964 2.139 -0.434  N6 1.279, H9 1.096, H14 1.095
5 N -1.396 0.249 -0.464  C3 1.260, H7 1.019
6 N 0.812 1.723 -1.633  C4 1.279, H8 1.024
7 H -2.367 -0.056 -0.502  N5 1.019
8 H 0.009 1.096 -1.734  N6 1.024
9 H 0.253 2.499 0.320  C4 1.096
10 H -1.091 -2.579 0.306  C1 1.082
11 H -0.948 -1.815 1.942  C1 1.081
12 H 1.167 -1.593 -0.403  C2 1.080
13 H 1.325 -0.925 1.270  C2 1.081
14 H 1.904 2.682 -0.285  C4 1.095

The energy above the lowest of the compared OMol25 structures with the same formula, charge and spin is 3.821 eV. The value obtained for the frontier orbital gap is 9.55 eV. The energy is -7254.05461 eV. The spin multiplicity is 1. Its SMILES is N=C1CC1.C=N.

Here are the natural (NBO) charges for atoms 1 to 8, given in e: -0.513 -0.435 0.321 -0.073 -0.638 -0.598 0.358 0.362

# 7
This record from the OMol25 dataset describes 2 unconnected molecules or ions with the total composition C4H8N2. The level of theory is ωB97M-V with the def2-TZVPD basis set.

Each atom is followed by the atoms it is bonded to, with distances in Å.
Positions of all 14 atoms, in Å:
1 C 0.884 2.109 0.772  C2 1.347, H7 1.167
2 C 2.172 2.441 0.562  C1 1.347, H8 1.121, H9 1.046
3 C -0.993 0.723 0.194  N5 1.234, H10 1.098
4 C -0.566 -2.596 -0.723  N6 1.425, H11 1.165, H12 1.152, H13 1.190
5 N -0.718 -0.445 -0.093  C3 1.234, N6 1.257
6 N -1.335 -1.399 -0.630  C4 1.425, N5 1.257, H14 0.974
7 H 0.318 2.788 1.535  C1 1.167
8 H 2.539 3.390 1.032  C2 1.121
9 H 2.767 1.869 -0.080  C2 1.046
10 H -1.823 1.428 0.053  C3 1.098
11 H -0.491 -3.247 -1.686  C4 1.165
12 H 0.511 -2.232 -0.539  C4 1.152
13 H -0.969 -3.276 0.167  C4 1.190
14 H -2.294 -1.553 -0.564  N6 0.974

The energy above the lowest of the compared OMol25 structures with the same formula, charge and spin is 4.240 eV. Its expectation value of S² is 2.02. The value obtained for the frontier orbital gap (spin up / spin down) is 7.61 / 7.19 eV. The energy is -7248.79851 eV. The spin multiplicity is 3.

Here are the natural (NBO) charges for atoms 1 to 8, given in e: -0.059 -0.548 0.017 -0.425 -0.259 -0.431 0.164 0.213

# 8
This record from the OMol25 dataset describes a single C4H8N2O molecule. The level of theory is ωB97M-V with the def2-TZVPD basis set.

Each atom is followed by the atoms it is bonded to, with distances in Å.
Positions of all 15 atoms, in Å:
1 N -1.908 -0.196 -0.323  C2 1.469, H8 1.015, H9 1.016
2 C -0.722 -0.433 0.512  N1 1.469, C3 1.549, C6 1.480, H10 1.102
3 C 0.479 -0.902 -0.345  C2 1.549, C4 1.532, H11 1.099, H12 1.096
4 C 1.404 0.242 -0.773  C3 1.532, O5 1.414, H13 1.099, H14 1.095
5 O 1.956 0.903 0.349  C4 1.414, H15 0.966
6 C -0.512 0.871 1.181  C2 1.480, N7 1.157
7 N -0.514 1.944 1.614  C6 1.157
8 H -2.399 -1.070 -0.485  N1 1.015
9 H -2.549 0.419 0.171  N1 1.016
10 H -0.891 -1.167 1.315  C2 1.102
11 H 0.070 -1.408 -1.230  C3 1.099
12 H 1.065 -1.641 0.213  C3 1.096
13 H 0.858 0.930 -1.433  C4 1.099
14 H 2.254 -0.159 -1.334  C4 1.095
15 H 1.407 1.667 0.569  O5 0.966

The energy above the lowest of the compared OMol25 structures with the same formula, charge and spin is 1.820 eV. The value obtained for the frontier orbital gap is 10.95 eV. The energy is -9304.57305 eV. The spin multiplicity is 1. Its SMILES is N#C[C@@H](N)CCO.

Here are the natural (NBO) charges for atoms 1 to 8, given in e: -0.814 -0.153 -0.416 -0.073 -0.726 0.293 -0.351 0.364